Model a:
Density functional theory data (ωB97M-V/def2-TZVPD) for a 2-piece molecular cluster, C5H11NO2 overall.

```
! RIJCOSX wB97M-V def2-TZVPD def2/J DEFGRID3
* xyz 0 1
C 0.959 -3.023 3.387
C 0.199 -2.364 2.245
C -0.078 -0.866 2.448
C -0.405 -0.285 1.067
N 0.313 -1.125 0.116
C 0.924 -2.433 0.906
O 2.041 -2.878 0.699
H 1.963 -2.587 3.488
H 0.425 -2.865 4.333
H 1.064 -4.104 3.221
H -0.758 -2.894 2.100
H -0.898 -0.706 3.158
H 0.831 -0.381 2.836
H -1.486 -0.358 0.874
H -0.102 0.769 0.989
H 0.785 -0.686 -0.665
O 0.091 -3.528 -0.994
H -0.199 -2.378 -1.111
H -0.656 -3.931 -0.540
*
```

Values from the calculation:
Frontier orbital gap in eV: 9.988
SMILES string: C[C@H]1CCNC1=O.O
E_HOMO in eV: -9.232
LUMO energy in eV: 0.76



Model b:
Density functional theory data (ωB97M-V/def2-TZVPD) for a single C5H11NO2 molecule.

```
! RIJCOSX wB97M-V def2-TZVPD def2/J DEFGRID3
* xyz 0 1
C -0.423 -1.786 -0.083
C -0.264 -0.488 -0.065
O -1.509 0.556 -0.284
C -2.734 0.206 0.300
C 0.480 0.634 0.429
C 0.924 1.709 -0.519
O 1.801 -0.427 0.738
N 2.617 -0.663 -0.398
H 0.298 -2.435 0.386
H -1.366 -2.227 -0.363
H -3.081 0.853 1.113
H -2.763 -0.799 0.745
H -3.545 0.160 -0.433
H 0.277 0.912 1.461
H 1.403 2.527 0.014
H 0.099 2.104 -1.105
H 1.637 1.276 -1.224
H 3.571 -0.452 -0.112
H 2.579 -1.661 -0.602
*
```

Values from the calculation:
Frontier orbital gap in eV: 9.748
SMILES string: C=C(OC)[C@H](C)ON
E_HOMO in eV: -8.798
LUMO energy in eV: 0.95



Most stable: model a. Least stable: model b.



Model a:
Density functional theory data (ωB97M-V/def2-TZVPD) for a single C15H21N3O3S molecule.

```
! RIJCOSX wB97M-V def2-TZVPD def2/J DEFGRID3
* xyz 0 1
C 2.996 -2.505 2.052
C 2.334 -1.629 0.984
C 3.393 -0.701 0.274
C 4.377 -1.499 -0.590
C 3.709 -2.580 -1.474
C 2.161 -2.467 -1.424
N 1.686 -2.518 0.001
S -0.038 -2.752 0.231
O -0.572 -3.754 -0.670
O -0.330 -3.213 1.611
C -0.875 -1.130 -0.112
C -2.252 -1.084 0.069
C -2.964 0.093 -0.061
C -2.248 1.255 -0.377
N -2.945 2.483 -0.320
C -4.120 2.733 0.521
C -4.073 4.246 0.808
C -3.291 4.856 -0.393
C -2.580 3.617 -0.935
O -1.771 3.665 -1.886
C -0.849 1.142 -0.630
N -0.156 -0.022 -0.427
H 3.687 -3.133 1.507
H 3.619 -1.894 2.719
H 2.283 -3.075 2.618
H 1.557 -0.996 1.460
H 2.859 -0.008 -0.373
H 3.991 -0.145 0.993
H 5.108 -1.977 0.100
H 4.942 -0.806 -1.226
H 4.030 -2.411 -2.534
H 3.977 -3.633 -1.166
H 1.751 -3.317 -2.011
H 1.872 -1.488 -1.856
H -2.768 -1.998 0.347
H -4.044 0.094 0.112
H -5.077 2.482 0.000
H -4.096 2.089 1.402
H -5.080 4.665 0.929
H -3.499 4.401 1.746
H -3.915 5.316 -1.141
H -2.577 5.595 -0.036
H -0.212 2.004 -0.844
*
```

Values from the calculation:
Frontier orbital gap in eV: 9.357
SMILES string: C[C@H]1CCCCN1S(=O)(=O)c1ccc(N2CCCC2=O)cn1
E_HOMO in eV: -9.205
LUMO energy in eV: 0.15



Model b:
Density functional theory data (ωB97M-V/def2-TZVPD) for a single C15H21N3O3S molecule.

```
! RIJCOSX wB97M-V def2-TZVPD def2/J DEFGRID3
* xyz 0 1
C -4.396 2.095 0.934
N -3.118 2.420 0.321
C -2.635 1.835 -0.718
O -3.243 1.010 -1.389
C -1.079 2.140 -1.110
C -1.104 2.963 -2.471
S -1.357 4.700 -2.148
N -0.357 0.954 -1.183
C 0.097 0.287 -0.174
O 0.131 0.713 1.005
C 0.372 -1.255 -0.474
C -0.357 -2.015 0.630
C -0.114 -3.543 0.726
C -1.247 -4.355 0.925
C -1.076 -5.741 1.145
C 0.247 -6.280 1.368
C 1.387 -5.444 1.120
C 1.146 -4.101 0.932
N -0.130 -1.712 -1.704
C 0.583 -2.018 -2.796
C 2.074 -1.774 -2.868
O -0.042 -2.167 -3.804
H -4.248 1.614 1.932
H -5.068 2.947 1.018
H -4.989 1.361 0.229
H -2.535 3.015 0.783
H -0.506 2.698 -0.354
H -0.300 2.838 -2.996
H -1.905 2.517 -3.048
H -1.797 5.008 -3.376
H -0.381 0.571 -2.078
H 1.403 -1.428 -0.366
H -0.008 -1.582 1.634
H -1.416 -1.772 0.594
H -2.201 -3.803 1.089
H -1.941 -6.404 1.285
H 0.426 -7.345 1.564
H 2.472 -5.745 1.324
H 2.018 -3.434 0.922
H -1.135 -1.874 -1.769
H 2.411 -1.735 -3.907
H 2.258 -0.813 -2.444
H 2.679 -2.529 -2.378
*
```

Values from the calculation:
Frontier orbital gap in eV: 9.604
SMILES string: CNC(=O)[C@H](CS)NC(=O)[C@@H](Cc1ccccc1)NC(C)=O
E_HOMO in eV: -9.023
LUMO energy in eV: 0.58



Most stable: model b. Least stable: model a.